{
  "formula": "C6H7NS",
  "method": "ωB97M-V with the def2-TZVPD basis set",
  "elements": ["C", "C", "C", "C", "S", "C", "C", "N", "H", "H", "H", "H", "H", "H", "H"],
  "positions_angstrom": [[-1.292971, 1.464979, 0.023667], [-0.093634, 0.519220, -0.016891], [1.251692, 0.886375, -0.195239], [2.110992, -0.343497, -0.025475], [3.783091, -0.032093, 0.063229], [1.258000, -1.391536, -0.025318], [-0.094631, -1.041096, 0.058571], [-1.289424, -1.616923, -0.019217], [-1.780337, 1.566024, 1.027776], [-1.005373, 2.564656, -0.208597], [-2.261814, 1.340558, -0.524048], [1.673984, 1.953103, -0.075741], [1.529579, -2.458557, -0.420281], [-1.626839, -2.606684, 0.097434], [-2.162315, -0.804533, 0.240136]],
  "forces_ev_per_angstrom": [[-0.75, 1.96, 0.88], [2.16, 0.69, -0.82], [-2.72, 1.11, 2.05], [2.76, 4.08, -0.68], [-2.03, -1.11, -0.12], [-2.14, -6.43, -0.94], [1.68, 2.76, -0.91], [-4.74, 1.88, 1.44], [0.96, -0.27, -0.12], [-0.09, -1.98, 0.24], [1.22, -0.72, -0.59], [-0.79, -1.95, -0.57], [-0.23, 1.98, 1.46], [1.28, 1.58, -0.13], [3.42, -3.58, -1.17]],
  "nbo_charge": [-0.697, -0.062, -0.199, -0.095, -0.049, -0.447, 0.295, -0.758, 0.225, 0.253, 0.229, 0.239, 0.227, 0.428, 0.411],
  "relative_energy_kcal_mol": 75.4,
  "e_tot_ev": -18657.479,
  "charge": 0,
  "largest_force_ha_per_bohr": 0.13304,
  "orbital_gap_ev": 7.039,
  "homo_ev": -8.02
}